# 1
{
  "formula": "C21H29F12N3O10P",
  "method": "ωB97M-V with the def2-TZVPD basis set",
  "fmax_ev_per_a": 1.8,
  "total_charge": -1,
  "e_homo_ev": -4.2,
  "molar_mass_g_mol": 742.4,
  "elements": ["C", "C", "O", "N", "C", "C", "O", "C", "N", "P", "N", "H", "H", "H", "H", "H", "H", "H", "H", "H", "C", "C", "O", "C", "O", "C", "F", "F", "F", "H", "H", "H", "H", "H", "C", "C", "O", "C", "O", "C", "F", "F", "F", "H", "H", "H", "H", "H", "C", "C", "O", "C", "O", "C", "F", "F", "F", "H", "H", "H", "H", "H", "C", "C", "O", "C", "O", "C", "F", "F", "F", "H", "H", "H", "H", "H"],
  "xyz": [[0.255, 0.236, 4.377], [1.363, 0.729, 3.465], [2.039, 1.656, 3.851], [1.607, 0.159, 2.179], [0.390, -0.040, 1.389], [2.433, -1.020, 2.222], [1.786, -2.045, 3.235], [1.556, -3.130, 2.612], [1.086, -3.989, 1.984], [4.089, -0.666, 2.861], [5.070, -0.038, 1.770], [0.415, 0.581, 5.392], [-0.689, 0.658, 4.026], [0.125, -0.843, 4.356], [0.517, -0.966, 0.832], [0.243, 0.755, 0.654], [-0.521, -0.162, 1.977], [4.588, -1.919, 3.282], [4.032, 0.193, 3.996], [5.831, -0.695, 1.645], [6.365, 1.116, -1.964], [5.489, 2.234, -1.448], [4.842, 2.932, -2.542], [3.754, 2.372, -3.041], [3.247, 1.351, -2.693], [3.182, 3.270, -4.150], [4.139, 3.714, -4.977], [2.575, 4.345, -3.625], [2.284, 2.620, -4.888], [7.081, 1.498, -2.696], [6.907, 0.655, -1.141], [5.770, 0.350, -2.460], [6.095, 2.978, -0.935], [4.753, 1.864, -0.734], [-3.703, 1.311, -3.673], [-2.489, 0.523, -3.226], [-2.579, 0.173, -1.833], [-3.316, -0.887, -1.543], [-3.911, -1.571, -2.322], [-3.261, -1.151, -0.032], [-3.421, -0.022, 0.673], [-2.083, -1.676, 0.300], [-4.216, -1.997, 0.352], [-3.841, 2.186, -3.037], [-3.579, 1.634, -4.701], [-4.602, 0.707, -3.600], [-1.590, 1.128, -3.322], [-2.346, -0.371, -3.831], [-9.204, 2.789, -7.970], [-9.480, 2.144, -6.629], [-8.277, 2.035, -5.847], [-7.908, 3.128, -5.194], [-8.475, 4.178, -5.197], [-6.640, 2.838, -4.377], [-5.736, 2.158, -5.095], [-6.937, 2.107, -3.295], [-6.065, 3.960, -3.960], [-8.418, 2.248, -8.498], [-10.105, 2.792, -8.582], [-8.865, 3.817, -7.847], [-9.837, 1.125, -6.768], [-10.244, 2.685, -6.072], [2.744, -4.091, 5.356], [2.943, -3.508, 6.736], [3.866, -4.301, 7.519], [5.152, -4.087, 7.302], [5.627, -3.310, 6.531], [5.985, -4.975, 8.240], [5.521, -6.230, 8.281], [5.957, -4.493, 9.493], [7.257, -5.027, 7.855], [2.432, -5.134, 5.423], [1.991, -3.531, 4.824], [3.669, -4.066, 4.780], [2.005, -3.520, 7.287], [3.281, -2.474, 6.689]]
}

# 2
{
  "formula": "C2H3CrF4NO4S2",
  "method": "ωB97M-V with the def2-TZVPD basis set",
  "fmax_ev_per_a": 3.7,
  "multiplicity": 5,
  "e_homo_ev": [-9.2, -9.9],
  "molar_mass_g_mol": 297.2,
  "elements": ["N", "S", "O", "O", "S", "O", "O", "C", "F", "F", "F", "Cr", "F", "C", "H", "H", "H"],
  "xyz": [[0.293, 0.548, 0.431], [1.562, 1.894, 0.250], [2.051, 1.504, -1.171], [2.569, 1.482, 1.255], [-0.992, 0.865, -0.458], [-0.791, 0.302, -1.843], [-1.455, 2.245, -0.467], [-2.391, -0.167, 0.227], [-2.186, -1.442, -0.021], [-2.474, 0.042, 1.524], [-3.504, 0.219, -0.365], [1.168, 0.044, -2.091], [1.695, -1.521, -1.261], [1.052, -1.267, 0.784], [1.786, -2.077, 0.742], [0.100, -1.804, 0.768], [1.518, -0.865, 1.694]]
}

# 3
{
  "formula": "C4H4Cl2O2",
  "method": "ωB97M-V with the def2-TZVPD basis set",
  "relative_energy_ev": 1.522,
  "fmax_ev_per_a": 5.8,
  "smiles": "O=CCC(Cl)(Cl)C=O",
  "e_homo_ev": -10.5,
  "molar_mass_g_mol": 155.0,
  "elements": ["O", "C", "C", "C", "Cl", "Cl", "C", "O", "H", "H", "H", "H"],
  "xyz": [[1.871, 0.636, -0.050], [1.512, -0.492, -0.134], [0.135, -0.948, -0.122], [-0.772, 0.098, 0.449], [-2.469, -0.490, 0.172], [-0.191, 0.322, 2.080], [-0.703, 1.353, -0.368], [-1.213, 2.415, 0.116], [2.309, -1.259, 0.006], [-0.251, -1.024, -1.200], [0.056, -1.923, 0.531], [-0.285, 1.311, -1.479]]
}